Entry 1:
This record from the OMol25 dataset describes C7H7NO3 as an isolated structure at a distorted geometry. The level of theory is the ωB97M-V functional and the def2-TZVPD basis.

For the HOMO-LUMO gap, the calculation gives 8.82 eV. The value obtained for the electronic energy is -15001.9949 eV. The HOMO energy comes out at -8.14 eV. Its energy above the lowest of the compared OMol25 structures with the same formula, charge and spin is 347.5 kJ/mol.

Geometry (Å):
C1 -2.15039 -0.17196 -1.90164
C2 -1.58523 -0.62832 -0.64693
C3 -1.67155 1.04122 -2.09839
C4 -0.81089 0.42896 -0.23500
C5 1.50142 -0.79518 1.83767
C6 0.21660 0.57012 0.75042
C7 1.88606 -0.34184 0.40969
N1 0.19381 -0.25204 1.90182
O1 2.09628 -1.46706 2.66127
O2 -0.85087 1.39538 -1.11576
O3 3.02704 0.30855 0.17793
H1 -3.04497 -0.58699 -2.42710
H2 -1.98094 -1.32935 0.02597
H3 -1.83338 1.52333 -3.05104
H4 0.64707 1.54678 1.01280
H5 1.48881 -0.94046 -0.49721
H6 -0.61745 -0.78235 2.23635
H7 3.48857 0.48119 0.95915



Entry 2:
This record from the OMol25 dataset describes C25H41F3GaO2P2 as an isolated structure at a distorted geometry. The level of theory is the ωB97M-V functional and the def2-TZVPD basis.

For the HOMO-LUMO gap, the calculation gives 5.98 eV. The value obtained for the electronic energy is -109784.4255 eV. The HOMO energy comes out at -9.89 eV. The charge is +1.

Geometry (Å):
Ga1 -0.06048 0.32065 1.86386
C1 -0.80815 -2.25204 2.93909
C2 0.49795 -2.58896 2.49776
C3 0.70799 -0.90167 4.05550
C4 -0.69771 -1.20545 3.90293
C5 1.43151 -1.77714 3.19261
C6 -2.10123 -2.83136 2.48710
H1 -2.05256 -3.23233 1.47006
H2 -2.90315 -2.08453 2.51809
H3 -2.40371 -3.64769 3.15527
C7 -1.84476 -0.68077 4.68157
H4 -2.79700 -0.96299 4.21987
H5 -1.81534 0.40626 4.76061
H6 -1.83380 -1.09089 5.69996
C8 1.36509 -0.00213 5.03385
H7 1.50260 -0.52839 5.98851
H8 0.77883 0.89389 5.23087
H9 2.35889 0.30677 4.68703
C9 2.91308 -1.77513 3.05746
H10 3.36160 -2.42107 3.82337
H11 3.32933 -0.77179 3.20891
H12 3.24609 -2.13633 2.07923
C10 0.83966 -3.62328 1.47793
H13 1.07339 -4.57846 1.97749
H14 1.72533 -3.33712 0.88486
H15 -0.00006 -3.80647 0.78825
C11 -1.70614 1.18289 -4.82436
C12 -1.78063 -0.14441 -4.82026
C13 -0.96786 -1.10013 -5.65112
C14 0.39302 -0.57810 -6.15638
C15 1.33229 -0.10684 -5.08755
C16 1.40364 1.11854 -4.52239
C17 0.59345 2.32340 -4.89487
C18 -0.75586 2.05887 -5.59288
H16 -1.55823 -1.40992 -6.52851
H17 0.22563 0.17021 -6.93386
H18 -0.79994 -2.02140 -5.07671
H19 -0.57146 1.69119 -6.60455
H20 -2.45809 1.74479 -4.24026
H21 -2.59560 -0.62472 -4.24639
H22 -1.24240 3.03608 -5.71958
H23 0.41288 2.92017 -3.98965
H24 2.20838 1.30490 -3.79837
H25 1.19377 2.97086 -5.55406
H26 0.88417 -1.42213 -6.66255
H27 2.07462 -0.85103 -4.77321
P1 -1.26113 0.15702 -0.21095
C19 -2.85441 1.02190 -0.07935
C20 -1.40790 -1.34242 -1.24519
P2 1.55703 0.74257 0.12266
C21 0.10626 1.18431 -1.00061
C22 2.49434 -0.53881 -0.78292
C23 2.61061 2.15869 0.55285
H28 -2.79214 1.76496 0.72947
H29 -3.61694 0.27298 0.17469
H30 -3.11683 1.50832 -1.02632
H31 -1.52569 -1.09091 -2.30956
H32 -2.29182 -1.90556 -0.91695
H33 -0.51506 -1.97065 -1.11948
H34 2.90534 2.70846 -0.34858
H35 3.50579 1.76142 1.05077
H36 2.06694 2.81709 1.24661
H37 -0.12432 2.25827 -0.92311
H38 0.28692 0.92651 -2.05917
H39 3.44263 -0.71777 -0.25833
H40 2.71457 -0.21121 -1.80829
H41 1.92076 -1.47554 -0.82224
F1 -0.13617 4.15800 5.59353
C24 -1.00058 3.27980 5.02363
F2 -0.90168 2.13192 5.76658
F3 -2.27133 3.73032 5.21040
C25 -0.69307 3.00957 3.47909
O1 -0.55112 3.96387 2.73188
O2 -0.65004 1.74210 3.22440



Entry 3:
This record from the OMol25 dataset describes a 3-piece molecular cluster, C2H7FN3O2 overall at a distorted geometry. The level of theory is the ωB97M-V functional and the def2-TZVPD basis.

For the HOMO-LUMO gap, the calculation gives 6.94 eV. The value obtained for the electronic energy is -13466.6123 eV. The HOMO energy comes out at -2.54 eV. The charge is -1. Its energy above the lowest of the compared OMol25 structures with the same formula, charge and spin is 163.9 kJ/mol.

Geometry (Å):
C1 0.42760 -0.10877 -0.76188
C2 0.53727 -0.16761 0.67278
F1 1.70934 -0.37873 -1.53157
H1 -1.19324 -0.37804 1.39687
H2 1.05939 -1.04861 1.06139
N1 -0.33510 -1.34708 -1.26309
O1 -1.38329 -1.17245 -1.87192
O2 0.09734 -2.44470 -0.98289
N2 0.66845 1.09324 1.34305
H3 1.61215 1.31961 1.64648
H4 0.00728 1.15300 2.13631
N3 -0.10078 1.07511 -1.29305
H5 -0.89160 0.89051 -1.89860
H6 -0.33283 1.69411 -0.51931
H7 -1.88198 -0.17960 1.86542



Entry 4:
This record from the OMol25 dataset describes C22H35MoNO3P2 as an isolated structure at a distorted geometry. The level of theory is the ωB97M-V functional and the def2-TZVPD basis.

For the HOMO-LUMO gap (spin up / spin down), the calculation gives 5.12 / 7.21 eV. As for the spin multiplicity: 3. The value obtained for the electronic energy is -51442.6840 eV. The HOMO energy (spin up / spin down) comes out at -5.94 / -7.86 eV. Its expectation value of S² is 2.0086.

Geometry (Å):
Mo1 -0.35892 -0.58094 -1.89274
P1 1.83229 0.00544 -2.22013
P2 -1.49788 0.91012 -0.60419
N1 -0.98933 -0.24377 -3.47614
H1 1.30726 1.10404 2.52919
C1 2.67199 -1.63397 -2.16199
H2 3.74783 -1.43231 -2.30471
H3 2.30385 -2.29963 -2.96065
H4 2.50853 -2.10318 -1.17950
C2 2.84993 0.99612 -1.13152
H5 3.85918 0.58331 -1.15928
H6 2.47209 0.96501 -0.10811
H7 2.85335 2.02613 -1.48950
C3 2.10258 0.58970 -3.93797
H8 3.17213 0.50024 -4.19048
H9 1.80535 1.64840 -3.98767
H10 1.50716 0.01522 -4.66628
C4 -2.34505 -0.62514 -0.03546
H11 -3.35561 -0.29696 0.25780
H12 -1.84306 -1.05410 0.86321
H13 -2.41940 -1.39369 -0.83843
C5 -1.14554 1.81693 0.90431
H14 -1.93432 1.67376 1.64754
H15 -1.01889 2.87676 0.66664
H16 -0.20932 1.41045 1.29783
C6 -2.76001 1.88261 -1.53044
H17 -3.75380 1.90947 -1.05310
H18 -2.88228 1.48022 -2.54574
H19 -2.39594 2.91732 -1.63244
C7 -1.50173 -0.02624 -4.72092
C8 -2.48131 -0.93381 -6.71824
C9 -1.93003 -1.12987 -5.46989
C10 -1.61829 1.27379 -5.23281
C11 -2.16795 1.46661 -6.48904
C12 -2.60575 0.36654 -7.23998
H20 -2.79176 -1.79548 -7.29043
H21 -1.76946 -2.10375 -5.01724
H22 -1.21644 2.08354 -4.63212
H23 -2.21902 2.47046 -6.89971
H24 -3.01947 0.52042 -8.23818
C13 2.25512 -0.10583 2.57436
O1 2.03714 1.00633 1.90321
C14 2.11221 -1.36076 1.85678
H25 2.78482 -2.08869 2.33454
H26 2.33832 -1.29109 0.78079
H27 1.10183 -1.80736 1.95154
C15 2.60293 -0.07130 4.00324
H28 2.52490 -1.08426 4.42561
H29 1.92406 0.58283 4.57933
H30 3.63051 0.30695 4.15281
O2 -0.73094 -2.97293 3.21791
C16 -0.82565 -1.73564 3.33295
O3 -0.95601 -0.83288 2.43466
C17 -0.67455 -1.13027 4.71749
C18 -1.16152 0.15990 4.98464
C19 -0.84679 0.80032 6.18172
C20 -0.03164 0.14506 7.12558
C21 0.42078 -1.15868 6.88202
C22 0.06865 -1.80429 5.69597
H31 -1.76771 0.64524 4.22006
H32 -1.23353 1.80635 6.36694
H33 0.24480 0.66252 8.04792
H34 1.04326 -1.67887 7.62245
H35 0.37605 -2.83244 5.49597



Entry 5:
This record from the OMol25 dataset describes one molecule with the formula C22H26N4O3. The level of theory is the ωB97M-V functional and the def2-TZVPD basis.

For the HOMO-LUMO gap, the calculation gives 8.88 eV. The value obtained for the electronic energy is -35338.5638 eV. The HOMO energy comes out at -8.32 eV. Its energy above the lowest of the compared OMol25 structures with the same formula, charge and spin is 312.2 kJ/mol.

Geometry (Å):
O1 3.72654 -2.91616 -0.86229
C1 2.58267 -3.26969 -0.71856
N1 1.49553 -2.52597 -1.07331
C2 1.52640 -1.23189 -1.56971
C3 2.55944 -0.48431 -2.09616
C4 1.95981 0.73673 -2.42494
N2 0.67628 0.73826 -2.13035
N3 0.40750 -0.46128 -1.60644
C5 -0.90338 -0.82610 -1.11259
C6 -0.92889 -0.84781 0.42245
C7 -0.83218 0.57019 0.97515
N4 -1.96646 1.34423 0.50885
C8 -1.91274 1.49556 -0.93734
C9 -1.98347 0.13133 -1.61821
H1 -2.95349 -0.32292 -1.41104
H2 -1.87702 0.26736 -2.69432
H3 -2.77335 2.09271 -1.24822
H4 -0.99462 2.00212 -1.26502
C10 -2.10273 2.62186 1.19430
C11 -0.95626 3.56022 0.97645
C12 0.22757 3.71441 1.63656
C13 0.95938 4.69541 0.92417
C14 0.17809 5.06410 -0.12923
O2 -0.98901 4.37763 -0.10007
C15 0.37755 6.05369 -1.23141
H5 0.18780 5.56380 -2.19894
O3 -0.44341 7.19488 -1.09539
H6 -1.35999 6.90195 -1.03388
H7 1.40591 6.41758 -1.21098
H8 1.93343 5.07095 1.16060
H9 0.53670 3.20202 2.52477
H10 -2.20333 2.41746 2.26324
H11 -3.02333 3.08996 0.83540
H12 -0.86104 0.53656 2.06700
H13 0.12842 1.01820 0.66922
H14 -0.10834 -1.44857 0.81907
H15 -1.86983 -1.29384 0.74688
H16 -1.12957 -1.83361 -1.49531
H17 2.41102 1.60433 -2.86318
H18 3.57797 -0.78548 -2.21038
H19 0.58302 -2.91506 -0.87833
C16 2.18257 -4.61993 -0.11786
C17 1.02880 -4.46767 0.82980
C18 1.22995 -3.89431 2.08118
C19 0.16441 -3.68055 2.93632
C20 -1.11893 -4.03394 2.55200
C21 -1.32989 -4.60803 1.31066
C22 -0.26300 -4.82087 0.45397
H20 -0.43457 -5.27704 -0.51216
H21 -2.32666 -4.89169 1.00654
H22 -1.95039 -3.86548 3.21939
H23 0.33477 -3.23542 3.90516
H24 2.22985 -3.61389 2.37868
H25 3.06103 -5.02148 0.38853
H26 1.92349 -5.29054 -0.94073



Entry 6:
This record from the OMol25 dataset describes one molecule with the formula C3H7N3S at a distorted geometry. The level of theory is the ωB97M-V functional and the def2-TZVPD basis.

For the HOMO-LUMO gap (spin up / spin down), the calculation gives 7.55 / 7.55 eV. The value obtained for the electronic energy is -18524.9520 eV. The HOMO energy (spin up / spin down) comes out at -7.70 / -7.70 eV. Its energy above the lowest of the compared OMol25 structures with the same formula, charge and spin is 532.5 kJ/mol.

Geometry (Å):
C1 -0.12056 -0.91572 0.59780
C2 1.19478 -1.32100 0.87662
C3 -1.76972 0.03496 -0.66057
N1 -0.35075 -0.01199 -0.25054
N2 1.87399 0.64336 -0.68501
N3 1.29008 1.70769 -0.10853
S1 2.42017 -0.62731 -0.05447
H1 -0.98474 -1.43104 1.04837
H2 1.46704 -2.06372 1.47572
H3 -2.33366 -0.06969 0.36713
H4 -2.05443 0.88395 -1.24253
H5 -1.95325 -0.89525 -1.22217
H6 0.48219 1.55255 0.57964
H7 0.83885 2.51323 -0.72145



Entry 7:
This record from the OMol25 dataset describes an isolated ion of composition C4H8N3O and charge +1 at a distorted geometry. The level of theory is the ωB97M-V functional and the def2-TZVPD basis.

For the HOMO-LUMO gap, the calculation gives 8.53 eV. The value obtained for the electronic energy is -10785.0494 eV. The HOMO energy comes out at -14.07 eV. The charge is +1. Its energy above the lowest of the compared OMol25 structures with the same formula, charge and spin is 506.7 kJ/mol.

Geometry (Å):
C1 -1.07221 1.21399 -0.43559
C2 1.12544 0.30378 0.66565
C3 -0.95602 -0.29730 -0.27046
C4 0.35565 -2.14864 0.25594
N1 0.62862 1.62590 1.07709
N2 -0.36087 2.09514 0.60527
N3 0.12278 -0.73526 0.27585
O1 -0.37247 1.64903 -1.61247
H1 -2.20709 1.58924 -0.56559
H2 1.71134 0.64005 -0.18243
H3 1.81489 -0.10409 1.34638
H4 -1.84890 -0.74796 -0.39024
H5 0.71020 -2.58153 1.25920
H6 -0.41406 -2.82768 0.06136
H7 1.13673 -2.28129 -0.50940
H8 -0.37400 2.60663 -1.58055



Entry 8:
This record from the OMol25 dataset describes one molecule with the formula C23H37N3O3S at a distorted geometry. The level of theory is the ωB97M-V functional and the def2-TZVPD basis.

For the HOMO-LUMO gap, the calculation gives 9.71 eV. The value obtained for the electronic energy is -45900.5252 eV. The HOMO energy comes out at -9.03 eV. Its energy above the lowest of the compared OMol25 structures with the same formula, charge and spin is 60.2 kJ/mol.

Geometry (Å):
C1 -0.76584 2.49843 -4.63731
H1 -0.56970 1.47720 -4.32372
H2 -0.64966 2.55750 -5.71740
H3 -1.79118 2.76248 -4.38542
C2 0.21672 3.43878 -3.94417
C3 0.02900 4.86985 -4.44729
H4 -0.97567 5.22053 -4.21928
H5 0.16888 4.91398 -5.52500
H6 0.74355 5.54730 -3.98411
C4 0.05961 3.36807 -2.40766
N1 1.19158 2.82072 -1.69412
S1 1.26854 1.16499 -1.65913
O1 2.47669 0.81571 -0.96819
O2 1.06969 0.57439 -2.95115
N2 -0.10826 0.87192 -0.76642
C5 0.02541 1.17147 0.64368
C6 0.75053 0.06805 1.41574
H7 0.70885 0.29669 2.48207
H8 1.79312 0.05312 1.09441
C7 0.15020 -1.32186 1.15792
C8 -1.21850 -1.48145 1.81292
O3 -1.97040 -0.53713 1.99006
N3 -1.58787 -2.73641 2.17166
C9 -0.73786 -3.90862 2.04932
C10 -1.39069 -5.19239 2.48654
C11 -0.98359 -6.40130 1.93996
C12 -1.52794 -7.59064 2.39056
C13 -2.48637 -7.57873 3.38989
C14 -2.90415 -6.37544 3.93006
C15 -2.35641 -5.18112 3.48871
C16 -2.80028 -3.84081 3.98637
C17 -2.89410 -2.91339 2.77868
H9 -3.25151 -1.92060 3.05886
H10 -3.58708 -3.34252 2.04384
H11 -3.76699 -3.90936 4.48546
H12 -2.07475 -3.43742 4.69842
H13 -3.65988 -6.35947 4.70203
H14 -2.91346 -8.50573 3.74180
H15 -1.20594 -8.52654 1.95947
H16 -0.23584 -6.41097 1.15975
H17 0.15599 -3.77251 2.67841
H18 -0.39859 -4.02209 1.01426
C18 0.02892 -1.54758 -0.35898
C19 -0.74547 -0.40374 -1.01128
H19 -0.78382 -0.53865 -2.09254
H20 -1.76147 -0.34777 -0.60964
H21 -0.47043 -2.49366 -0.57767
H22 1.03103 -1.56907 -0.79388
H23 0.83920 -2.06142 1.57465
H24 0.58190 2.10608 0.71431
H25 -0.97982 1.30671 1.04971
C20 2.46623 3.51521 -1.76652
H26 2.34367 4.42028 -2.36483
C21 2.97454 3.87953 -0.36561
C22 2.02194 4.85848 0.31503
H27 1.99627 5.80114 -0.22904
H28 1.01571 4.44869 0.34588
H29 2.34622 5.05989 1.33349
C23 4.37894 4.46951 -0.45912
H30 5.06318 3.75512 -0.90940
H31 4.74928 4.72344 0.53109
H32 4.37335 5.37343 -1.06563
H33 3.01481 2.95188 0.21187
H34 3.20184 2.87008 -2.25637
H35 -0.12999 4.36635 -2.00198
H36 -0.78080 2.72581 -2.14165
H37 1.22892 3.10559 -4.19235



Question: Which value of electronic energy does entry 2 give?
Answer: -109784.4255 eV